(1)
6 unconnected molecules or ions with the total composition C6H21NO6 in a non-equilibrium geometry, computed with ωB97M-V/def2-TZVPD.

Each line ends with the Löwdin charge.
Geometry (Å):
1 C -0.81 -0.38 2.42  -0.0823
2 C -0.03 0.23 1.37  -0.3517
3 C 0.82 -0.48 0.57  -0.1335
4 N 1.37 -1.69 1.13  0.0425
5 C -0.51 1.63 0.93  -0.1481
6 C 0.68 2.63 0.68  -0.1266
7 C 0.91 3.00 -0.76  -0.2299
8 O 0.20 2.53 -1.63  0.0400
9 H -0.28 -1.09 3.11  0.0847
10 H -1.62 -0.82 1.97  0.0363
11 H -1.31 0.39 3.17  0.1297
12 H 1.23 -0.14 -0.43  0.1257
13 H 0.99 -1.92 2.06  0.0635
14 H 1.27 -2.44 0.49  0.0409
15 H -1.23 2.01 1.75  0.1238
16 H -1.22 1.40 0.09  0.1137
17 H 0.27 3.49 1.27  0.1265
18 H 1.63 2.25 1.04  0.1034
19 H 1.59 3.65 -1.15  0.0877
20 O -1.93 -0.29 -2.29  0.0371
21 H -1.20 -0.69 -2.51  -0.0824
22 H -1.67 0.53 -1.92  0.0288
23 O -0.39 -3.11 -1.79  -0.0670
24 H -1.23 -3.22 -2.30  0.0754
25 H -0.80 -2.98 -0.91  0.0461
26 O 0.71 -0.89 -2.84  -0.0010
27 H 1.62 -0.89 -3.01  0.0380
28 H 0.58 -1.77 -2.66  -0.0518
29 O 2.56 0.57 3.48  -0.0590
30 H 3.13 0.96 2.81  0.0349
31 H 2.03 -0.19 3.22  0.0081
32 O -2.87 -1.78 -0.48  0.0159
33 H -3.01 -1.41 0.32  -0.0243
34 H -2.95 -1.19 -1.16  -0.0452

Calculated values
Orbital gap (eV): 8.619
HOMO level (eV): -8.118
Structure (SMILES): C/C(=C\N)CCC=O.O.O.O.O.O
ΔE to the lowest compared entry with this formula, charge and spin (eV): 3.961

***

(2)
A molecular structure, C6H22HgO7 in a non-equilibrium geometry, computed with ωB97M-V/def2-TZVPD.

Each line ends with the Löwdin spin population.
Geometry (Å):
1 Hg 0.56 -0.43 -0.42  0.0135
2 C 3.14 2.74 0.78  0.0276
3 C 2.19 2.59 -0.41  0.0279
4 O 2.13 1.26 -0.93  0.2982
5 H 3.36 3.79 0.98  0.0015
6 H 4.14 2.34 0.58  -0.0004
7 H 2.91 2.15 1.66  -0.0001
8 H 2.58 3.41 -1.01  0.0033
9 H 1.23 2.83 0.06  0.0043
10 C -3.30 -2.81 0.75  0.0066
11 C -1.81 -2.64 1.17  0.0572
12 O -1.00 -2.14 0.14  0.5132
13 H -3.34 -3.57 -0.03  0.0003
14 H -3.81 -1.93 0.38  0.0002
15 H -3.87 -3.23 1.58  0.0002
16 H -1.49 -3.63 1.46  0.0136
17 H -1.75 -2.09 2.11  0.0304
18 C -2.11 1.50 -0.14  -0.0002
19 C -1.54 1.66 -1.53  -0.0001
20 O -0.73 0.58 -1.97  0.0065
21 O -0.98 1.26 0.73  0.0010
22 H -2.82 0.68 -0.10  -0.0002
23 H -2.77 2.28 0.24  0.0000
24 H -0.95 2.57 -1.63  -0.0001
25 H -2.48 1.80 -2.06  0.0003
26 H -0.42 0.82 -2.85  -0.0001
27 H -1.22 1.57 1.61  0.0000
28 O 0.89 -0.45 1.97  -0.0003
29 H 0.31 -0.38 2.73  -0.0001
30 H 1.59 -1.03 2.26  -0.0004
31 O 2.56 -1.66 0.09  -0.0027
32 H 3.34 -2.00 -0.36  -0.0002
33 H 2.20 -2.42 0.55  -0.0006
34 O 1.01 -1.61 -2.48  -0.0004
35 H 0.45 -2.25 -2.92  0.0000
36 H 1.81 -1.58 -3.01  -0.0001

Calculated values
Expectation value of S²: 0.7717
2S+1: 2
Orbital gap (alpha / beta) (eV): 8.816 / 3.050
Total charge: +1
HOMO level (alpha / beta) (eV): -12.113 / -9.745

***

(3)
A molecular structure, C6H22KNO8 in a non-equilibrium geometry, computed with ωB97M-V/def2-TZVPD.

Each line ends with the Löwdin charge.
Geometry (Å):
1 K 0.33 0.32 0.57  1.0970
2 N -0.09 -0.39 2.78  -0.5763
3 O -0.87 0.48 2.49  -0.1310
4 O 0.26 -1.25 1.95  -0.1824
5 O 0.48 -0.28 3.82  0.0806
6 O 1.79 1.30 1.87  -0.1306
7 H 2.48 0.85 1.39  -0.0759
8 H 1.72 0.83 2.70  0.0393
9 O 2.35 -0.19 0.67  -0.1344
10 H 3.03 -0.30 0.00  0.0973
11 H 2.14 -1.08 0.94  0.1085
12 O -0.79 2.04 1.15  -0.1413
13 H -0.89 1.79 2.07  -0.0110
14 H -0.26 2.84 1.19  0.0714
15 C -1.12 -1.90 0.28  -0.0781
16 C -1.99 -0.72 -0.15  -0.2833
17 C -2.76 -0.05 1.00  -0.0336
18 O -1.15 0.24 -0.93  -0.2554
19 H -1.08 -2.05 1.36  0.0806
20 H -0.15 -1.86 -0.21  0.0444
21 H -1.57 -2.86 0.03  0.0922
22 H -2.71 -1.10 -0.88  0.1351
23 H -2.20 0.59 1.68  0.0325
24 H -3.19 -0.63 1.82  0.0937
25 H -3.64 0.45 0.59  0.0823
26 H -0.60 -0.30 -1.50  -0.0720
27 C 1.85 0.97 -1.67  -0.0115
28 C 0.49 0.37 -1.79  -0.5704
29 C 0.19 0.02 -3.21  -0.0065
30 O 0.48 -0.90 -1.14  -0.2111
31 H 1.92 1.46 -0.69  0.0745
32 H 1.88 1.77 -2.40  0.1151
33 H 2.64 0.21 -1.65  0.0930
34 H -0.31 1.04 -1.46  0.0949
35 H -0.81 -0.39 -3.38  0.1128
36 H 0.85 -0.67 -3.73  0.0991
37 H 0.31 0.85 -3.90  0.1028
38 H 1.00 -1.53 -1.64  0.1577

Calculated values
Orbital gap (eV): 8.598
HOMO level (eV): -8.964
ΔE to the lowest compared entry with this formula, charge and spin (eV): 18.221

***

no.,energy (Ha)
1,-747.2971
2,-921.4552
3,-1497.6401